Entry w
Density functional theory data (ωB97M-V/def2-TZVPD) for C4H5N3S in the gas phase.

Last column: Mulliken charge in e.
CARTESIAN COORDINATES (ANGSTROEM)
H1 -2.91 -0.57 0.79  0.22
N1 -0.47 1.09 -0.07  0.12
H2 1.59 1.88 0.35  0.28
N2 -2.38 -0.31 -0.05  -0.51
H3 0.27 -2.09 0.00  0.43
C1 0.90 1.07 -0.07  -0.29
N3 2.50 -0.85 -0.05  -0.34
C2 0.19 -1.03 0.00  -0.62
H4 -1.00 1.84 -0.12  0.04
C3 1.30 -0.24 -0.03  0.68
C4 -0.93 -0.13 0.10  -0.08
S1 3.77 0.08 -0.02  -0.14
H5 -2.83 -0.75 -0.84  0.21

* LUMO: -1.1 eV
* E_HOMO: -8.1 eV


Entry x
Density functional theory data (ωB97M-V/def2-TZVPD) for C4H5N3S in the gas phase.

Last column: Mulliken charge in e.
CARTESIAN COORDINATES (ANGSTROEM)
H1 1.73 -3.60 -1.10  0.28
H2 2.03 -1.91 -0.14  0.20
N1 -1.16 -0.42 -1.30  -0.69
C1 1.56 -2.53 -0.85  -0.25
S1 -0.23 2.16 1.65  -0.27
N2 0.46 -2.20 -1.21  -0.52
C2 -0.32 0.80 0.53  -0.08
H3 1.36 -0.74 0.93  0.15
C3 -1.22 0.71 -0.57  -0.13
C4 0.61 -0.16 0.21  0.07
H4 0.68 1.70 2.74  0.15
H5 -2.13 1.36 -0.70  0.36
N3 0.16 -0.86 -0.92  0.73

* LUMO: 0.3 eV
* E_HOMO: -8.7 eV


Entry y
Density functional theory data (ωB97M-V/def2-TZVPD) for C4H5N3S in the gas phase.

Last column: Mulliken charge in e.
CARTESIAN COORDINATES (ANGSTROEM)
S1 -1.79 -1.57 -0.46  -0.02
N1 -0.14 -1.35 -0.02  -0.48
H1 2.60 -0.17 -0.72  0.30
C1 -0.03 0.94 -0.60  -0.03
H2 2.30 0.19 1.01  0.34
C2 -2.31 -0.03 0.44  -0.21
H3 -2.92 -0.28 1.24  0.46
H4 0.59 1.45 -1.30  0.39
N2 -1.21 1.54 -0.59  -0.40
H5 2.42 -1.27 0.52  0.43
C3 2.04 -0.40 0.15  -1.27
C4 0.48 -0.24 -0.05  0.77
N3 -2.03 1.18 0.36  -0.28

* LUMO: -0.4 eV
* E_HOMO: -9.0 eV


Verdict on stability: entry w comes out on top.


Entry w
Density functional theory data (ωB97M-V/def2-TZVPD) for C4H5N3S in the gas phase.

Last column: Mulliken charge in e.
CARTESIAN COORDINATES (ANGSTROEM)
H1 1.99 -0.42 -1.36  0.28
H2 -2.73 0.81 1.33  0.28
H3 0.90 0.73 -3.16  0.12
S1 -0.21 1.26 -2.70  -0.18
C1 -1.06 0.10 0.97  0.34
N1 0.08 -0.58 1.36  -0.10
H4 0.08 -0.88 2.34  0.26
C2 1.10 -0.82 0.52  -0.32
H5 1.85 -1.44 0.93  0.40
C3 -0.06 0.46 -1.06  0.78
C4 1.13 -0.20 -0.71  -0.54
N2 -2.02 0.24 1.81  -0.77
N3 -1.05 0.73 -0.27  -0.55

* LUMO: 0.3 eV
* E_HOMO: -8.4 eV


Entry x
Density functional theory data (ωB97M-V/def2-TZVPD) for C4H5N3S in the gas phase.

Last column: Mulliken charge in e.
CARTESIAN COORDINATES (ANGSTROEM)
H1 0.92 0.20 -1.37  0.44
S1 0.69 1.71 0.52  -0.07
C1 1.33 0.27 -0.37  -0.76
C2 -0.92 1.69 0.02  -0.08
N1 -0.26 -1.55 0.42  -0.50
C3 -1.96 1.07 -0.28  -0.08
H2 2.50 0.32 -0.41  0.32
H3 1.75 -1.80 -0.05  0.28
C4 1.08 -1.02 0.47  -0.33
H4 -2.85 1.27 -1.00  0.28
N2 -1.42 -1.17 0.37  0.66
H5 1.36 -0.67 1.54  0.34
N3 -2.22 -0.34 0.14  -0.52

* LUMO (alpha / beta): -0.5 / -0.3 eV
* E_HOMO (alpha / beta): -8.3 / -7.9 eV


Verdict on stability: entry w comes out on top.


Entry w
Density functional theory data (ωB97M-V/def2-TZVPD) for a gas-phase ion, C6H16NO (charge +1).

Last column: Mulliken charge in e.
CARTESIAN COORDINATES (ANGSTROEM)
H1 0.33 -1.47 -1.81  0.35
C1 0.01 1.77 -1.51  -0.40
H2 1.62 2.75 -2.09  0.29
N1 0.23 -0.55 -2.22  -0.10
H3 1.04 -2.72 1.71  0.28
H4 1.00 -0.07 -2.64  0.41
H5 0.62 -0.05 3.02  0.43
H6 -0.69 1.37 1.38  0.31
H7 -0.59 -0.51 -2.85  0.35
H8 -2.06 0.25 -0.45  0.35
H9 1.47 -0.24 1.46  0.40
H10 -0.68 2.08 -2.33  0.25
H11 0.34 -2.03 3.22  0.34
H12 -1.69 0.28 1.99  0.41
O1 1.21 1.97 -2.18  -0.50
C2 0.33 -1.99 2.15  -1.05
C3 0.10 0.34 -1.05  0.13
C4 -1.06 -0.13 -0.06  -0.88
H13 -1.31 -1.17 -0.13  0.56
H14 -0.72 -2.20 1.91  0.29
C5 -0.85 0.30 1.34  -0.99
H15 -0.12 2.31 -0.50  0.35
C6 0.50 -0.40 1.94  -0.53
H16 0.98 0.10 -0.32  -0.07

* charge: +1
* LUMO: -3.3 eV
* E_HOMO: -14.4 eV


Entry x
Density functional theory data (ωB97M-V/def2-TZVPD) for 2 unconnected molecules or ions with the total composition C6H16NO.

Last column: Mulliken charge in e.
CARTESIAN COORDINATES (ANGSTROEM)
H1 0.96 -2.87 -0.89  0.39
H2 1.04 1.75 0.70  0.35
H3 -1.23 -1.31 0.30  0.44
H4 2.61 -1.19 2.25  0.28
C1 -0.71 -1.69 -0.54  -0.97
O1 1.88 -0.86 1.70  -0.62
C2 -1.72 2.77 0.87  -0.90
N1 0.46 -2.49 -0.10  -0.06
H5 1.52 0.04 -0.92  0.46
C3 0.17 1.25 0.26  -0.16
H6 -1.92 2.38 1.86  0.26
C4 -0.45 -0.56 -1.54  -0.44
C5 0.54 0.48 -1.01  -0.87
H7 -2.24 3.71 0.69  0.27
H8 0.79 1.20 -1.79  0.42
H9 1.67 0.00 2.10  0.30
H10 0.17 -3.28 0.46  0.40
H11 1.09 -1.93 0.48  0.21
H12 -0.21 0.54 0.99  0.22
H13 -0.06 -0.94 -2.47  0.30
H14 -0.66 3.03 -0.83  0.30
H15 -1.42 -0.08 -1.62  0.32
C6 -0.79 2.38 0.02  -0.32
H16 -1.49 -2.32 -0.96  0.43

* charge: +1
* LUMO: -3.3 eV
* E_HOMO: -12.7 eV


Verdict on stability: entry x comes out on top.


Entry w
Density functional theory data (ωB97M-V/def2-TZVPD) for 3 unconnected molecules or ions with the total composition CH5O4.

Last column: Mulliken charge in e.
CARTESIAN COORDINATES (ANGSTROEM)
H1 1.43 0.79 -1.10  0.30
H2 -1.04 1.22 0.79  0.44
O1 0.53 -2.22 0.01  -0.68
H3 -0.02 -1.83 1.93  0.37
H4 0.62 -0.40 -1.34  0.38
C1 0.19 -1.43 0.91  -0.03
O2 1.06 0.31 -1.84  -0.68
H5 -1.25 1.85 -0.54  0.30
O3 -1.58 1.91 0.36  -0.70
O4 0.06 -0.19 0.82  -0.70

* charge: -1
* LUMO: 4.3 eV
* E_HOMO: -5.0 eV


Entry x
Density functional theory data (ωB97M-V/def2-TZVPD) for 3 unconnected molecules or ions with the total composition CH5O4.

Last column: Mulliken charge in e.
CARTESIAN COORDINATES (ANGSTROEM)
O1 -0.03 1.87 -1.24  -0.72
H1 1.17 -2.00 -0.04  0.29
O2 -1.92 -0.67 1.70  -0.68
H2 -2.56 -0.58 1.05  0.25
H3 -1.01 -0.46 1.36  0.49
C1 1.26 -0.90 -0.21  0.07
O3 1.98 -0.41 -1.03  -0.59
H4 -0.03 1.20 -0.35  0.40
H5 0.80 2.15 -1.54  0.26
O4 0.32 -0.19 0.29  -0.77

* charge: -1
* LUMO: 4.3 eV
* E_HOMO: -5.0 eV


Verdict on stability: entry w comes out on top.